Formula: C25H61NO14P3
Source: the Open Molecules 2025 dataset
Level of theory: ωB97M-V/def2-TZVPD

Calculated values
Kohn-Sham gap (Eh): 0.3345
Net charge: +1
2S+1: 1
Largest force on an atom (Eh/bohr): 0.076
HOMO energy (eV): -11.733

The geometry in XYZ format:
```
104
Properties=species:S:1:pos:R:3:forces:R:3
O 5.867430 -4.878226 2.899323 -0.54 0.18 -0.15
C 6.100280 -4.108540 1.729618 0.70 -0.17 -0.25
C 5.370768 -4.637247 0.468705 0.34 0.01 0.40
C 4.208287 -5.558515 0.773846 0.12 0.03 -0.19
N 2.959416 -4.868981 1.243440 -0.73 -0.76 -0.36
C 1.826908 -5.870374 1.215107 -0.14 -0.27 -0.50
C 0.539814 -5.282328 1.764720 0.33 -0.16 0.55
O 0.178559 -4.100696 1.097936 -0.12 -0.10 -0.44
C 1.228352 -3.170771 1.051303 0.32 0.06 0.82
C 2.497062 -3.719749 0.406106 -0.43 0.59 0.46
H 6.247657 -5.752092 2.767173 0.21 0.01 0.17
H 7.174558 -4.119055 1.521791 -0.06 0.15 -0.09
H 5.859583 -3.065845 1.936465 -0.30 -0.16 0.24
H 6.077170 -5.223242 -0.123330 -0.09 -0.05 0.01
H 5.095815 -3.789714 -0.159367 -0.10 -0.14 -0.10
H 4.454624 -6.277521 1.553665 0.03 0.11 0.04
H 3.941153 -6.150510 -0.102532 -0.18 0.26 -0.07
H 3.039771 -4.569546 2.219818 0.43 0.15 -0.10
H 1.687742 -6.118956 0.160579 0.04 0.05 0.02
H 2.140957 -6.788100 1.711881 -0.03 0.18 0.28
H 0.640586 -5.118211 2.849649 0.02 0.18 -0.07
H -0.251604 -6.021359 1.643190 -0.05 0.14 -0.15
H 0.908039 -2.253047 0.561693 -0.19 -0.22 -0.20
H 1.489095 -2.888638 2.088041 -0.01 0.11 -0.07
H 3.238262 -2.923888 0.432892 0.12 -0.15 -0.22
H 2.288217 -4.079359 -0.600754 0.29 -0.03 -0.02
O -1.912954 -3.882577 -6.420444 -0.05 1.61 0.01
P -1.676922 -3.988587 -4.984975 -0.16 -3.42 0.60
O -0.171608 -4.388250 -4.617156 0.12 0.65 0.06
C 0.902057 -3.584321 -5.134469 0.22 0.09 -0.12
C 1.018845 -2.238792 -4.444507 -0.16 0.01 0.04
O -2.377285 -5.318788 -4.419435 0.04 0.30 0.24
C -3.367842 -6.019212 -5.185254 -0.23 -0.20 -0.18
C -2.775218 -7.259361 -5.817264 0.17 -0.08 0.16
O -2.122881 -2.947373 -3.896554 0.03 0.89 -0.68
C -2.465534 -3.272723 -2.542526 -0.28 0.34 0.52
C -1.314840 -3.793389 -1.716976 0.16 -0.32 -0.16
H 0.771292 -3.456837 -6.210725 -0.06 -0.02 0.01
H 1.808626 -4.168596 -4.979521 -0.06 -0.08 0.02
H 0.150263 -1.610574 -4.645340 0.02 0.01 -0.02
H 1.906248 -1.712088 -4.796113 0.01 -0.02 -0.02
H 1.086652 -2.360934 -3.361856 0.07 -0.01 -0.01
H -3.799677 -5.365803 -5.942275 0.14 0.08 -0.01
H -4.164434 -6.287762 -4.489285 0.04 0.03 0.05
H -1.852311 -7.018041 -6.344402 -0.08 0.08 -0.11
H -3.478030 -7.708082 -6.519229 -0.01 0.02 0.00
H -2.532822 -8.000501 -5.053716 -0.01 0.00 -0.01
H -3.314692 -3.953830 -2.514926 0.10 -0.16 -0.25
H -2.816154 -2.335568 -2.111847 0.06 0.08 -0.13
H -1.026715 -4.798699 -2.028044 0.01 0.01 -0.04
H -1.608566 -3.835874 -0.669183 -0.05 0.07 -0.01
H -0.441423 -3.146300 -1.814265 -0.05 0.07 0.04
O -1.648233 2.064475 -0.978437 0.30 -1.61 -0.06
P -3.103661 1.920974 -0.940655 -1.21 3.23 0.56
O -3.826669 2.294216 -2.308914 0.14 -0.60 -0.15
C -3.411101 1.650434 -3.524424 0.08 -0.07 -0.29
C -3.846473 0.201919 -3.590895 -0.02 -0.06 0.12
O -3.742391 3.092595 -0.054797 -0.15 -0.36 0.02
C -2.947816 3.904311 0.820125 0.23 0.24 0.18
C -2.697050 5.262675 0.206626 -0.19 0.20 -0.07
O -3.863624 0.672585 -0.360216 0.82 -0.77 -0.20
C -5.159105 0.722981 0.271161 -0.32 -0.32 0.25
C -6.280906 1.121779 -0.657239 0.07 0.23 -0.11
H -2.326368 1.731754 -3.623757 0.00 0.04 0.07
H -3.859593 2.222424 -4.334542 -0.06 0.07 0.09
H -3.344359 -0.386937 -2.822627 0.04 -0.01 -0.04
H -3.601262 -0.226433 -4.562872 0.02 0.02 0.00
H -4.919700 0.106143 -3.425392 -0.01 0.04 -0.08
H -2.008562 3.406552 1.060723 0.00 -0.08 -0.15
H -3.510676 4.005581 1.749378 -0.05 -0.04 -0.04
H -2.328195 5.175650 -0.815484 0.13 -0.11 0.06
H -1.976303 5.827340 0.799881 0.02 -0.06 0.03
H -3.623791 5.837797 0.168434 0.00 -0.01 -0.01
H -5.117672 1.365503 1.149070 0.15 0.18 -0.11
H -5.323969 -0.290997 0.635485 0.12 -0.05 -0.10
H -6.218896 2.174006 -0.931043 0.03 0.00 0.00
H -7.233400 0.956642 -0.152590 0.01 -0.03 0.01
H -6.261857 0.532233 -1.573146 -0.03 -0.07 0.05
O 0.137500 6.358658 3.203352 -1.17 -0.53 1.64
P 1.357313 6.566993 3.985843 2.39 0.94 -2.93
O 1.776683 8.104740 4.013578 -0.16 -0.10 0.59
C 0.852165 9.088608 4.505205 -0.19 0.25 0.05
C 0.692921 9.046367 6.011824 0.05 -0.20 0.02
O 2.577531 6.031722 3.075515 0.03 0.12 0.31
C 2.294983 5.014891 2.108258 0.00 -0.55 -0.05
C 1.981396 5.530613 0.721047 0.22 0.42 0.09
O 1.744916 5.993399 5.392484 -1.17 -0.28 0.31
C 3.088350 5.679929 5.810690 0.25 -0.23 0.43
C 3.992731 6.883352 5.922862 -0.01 0.13 -0.24
H -0.111474 8.956931 4.008516 0.03 -0.06 -0.03
H 1.255620 10.051085 4.195521 0.08 -0.06 -0.05
H 0.225409 8.115221 6.336842 -0.04 0.02 -0.01
H 0.068306 9.874840 6.345812 0.00 0.01 -0.03
H 1.662290 9.115497 6.505778 0.00 0.09 -0.01
H 1.446813 4.408952 2.432756 0.04 0.02 0.15
H 3.179619 4.374240 2.112057 -0.01 0.01 -0.12
H 1.212249 6.299542 0.782149 -0.12 -0.12 -0.03
H 1.621290 4.702657 0.109513 -0.02 0.04 -0.04
H 2.850726 5.977826 0.236402 0.05 -0.07 0.05
H 3.512272 4.919518 5.156375 -0.10 0.11 -0.22
H 2.966895 5.215983 6.789043 -0.16 0.06 0.00
H 4.243286 7.289462 4.943841 -0.03 0.00 -0.01
H 4.918591 6.584164 6.415582 -0.02 -0.02 0.03
H 3.523424 7.674003 6.506467 0.01 -0.05 0.07
```
Forces are in eV/Å.

These are the Löwdin partial charges, in e, on atoms 1 to 6: number 1, O, carries -0.0638; number 2, C, carries -0.2325; number 3, C, carries -0.1391; number 4, C, carries -0.1208; number 5, N, carries -0.0726; number 6, C, carries -0.0765


Formula: C24H33BN11O2SW
Source: the Open Molecules 2025 dataset
Level of theory: ωB97M-V/def2-TZVPD

Calculated values
Kohn-Sham gap (Eh): 0.2043
Net charge: +3
2S+1: 1
Largest force on an atom (Eh/bohr): 0.029
HOMO energy (eV): -16.661
Energy above the lowest of the compared OMol25 structures with the same formula, charge and spin (kJ/mol): 55.1

The geometry in XYZ format:
```
73
Properties=species:S:1:pos:R:3:forces:R:3
W 0.180665 -0.125522 -0.217048 -0.33 1.18 0.89
C 0.763232 -1.151171 3.318930 0.01 0.05 0.00
C 0.587037 -2.115501 2.198914 -0.02 -0.08 -0.09
C 0.894799 -3.455859 2.230860 -0.02 -0.04 0.00
C 0.630479 -3.976172 0.963379 -0.04 -0.02 -0.02
C 0.733985 -5.386039 0.499616 0.01 0.03 0.02
N 0.197538 -2.976287 0.187532 -0.11 -0.01 -0.03
N 0.126445 -1.817667 0.941884 0.23 -0.19 -0.12
B -0.359199 -3.000635 -1.264625 0.09 0.02 0.01
N -1.669491 -2.240889 -1.252516 0.00 0.04 -0.13
N -1.727571 -0.938000 -0.802231 -0.09 0.02 0.08
C -3.029005 -0.547919 -0.924760 0.02 -0.05 -0.01
C -3.602042 0.789056 -0.610868 0.03 0.05 -0.02
C -3.765763 -1.600901 -1.430203 -0.02 0.00 -0.04
C -2.888708 -2.654478 -1.629435 0.06 -0.04 0.03
C -3.160293 -4.020460 -2.153019 -0.02 0.04 0.00
N 0.653026 -2.159283 -2.165838 -0.03 0.28 -0.07
N 0.468288 -0.741407 -2.170091 0.12 -0.39 -0.36
C 1.769504 -0.175702 -2.596362 -0.06 -0.17 0.12
C 1.685274 1.035040 -3.498730 0.03 0.04 -0.01
C 2.607847 -1.385189 -3.086817 0.05 -0.01 0.00
C 1.745807 -2.546447 -2.721106 -0.04 -0.19 0.10
C 2.133056 -3.968089 -2.916314 0.00 0.09 0.01
H 1.320392 -1.644894 4.111593 -0.01 0.00 0.01
H -0.197498 -0.837126 3.724989 0.01 -0.02 0.02
H 1.325313 -0.265078 3.020274 -0.01 -0.01 -0.02
H 1.258785 -4.005075 3.082843 0.01 0.00 0.00
H 1.162500 -6.002624 1.285176 0.01 0.01 0.00
H 1.359661 -5.471502 -0.387709 -0.01 -0.01 -0.01
H -0.252075 -5.782408 0.254876 -0.01 0.00 0.00
H -0.452852 -4.108367 -1.670245 -0.03 0.00 0.03
H -2.920614 1.598272 -0.845584 -0.02 -0.02 0.01
H -3.894926 0.861089 0.436928 0.02 0.00 0.01
H -4.499330 0.926871 -1.210969 -0.01 -0.02 0.02
H -4.821478 -1.595077 -1.641718 -0.01 0.00 0.00
H -4.221278 -4.126393 -2.362752 0.00 0.00 0.00
H -2.877010 -4.782905 -1.427615 0.00 0.00 0.00
H -2.609112 -4.204026 -3.075550 0.01 0.00 0.00
H 1.870203 1.960378 -2.951063 -0.03 -0.02 0.01
H 0.704555 1.060744 -3.974396 0.02 -0.04 -0.04
H 2.433476 0.981297 -4.288637 0.01 0.00 0.01
H 2.945601 -1.403452 -4.122718 0.00 -0.01 -0.01
H 2.789853 -4.055238 -3.780239 -0.01 -0.02 -0.01
H 1.265855 -4.608957 -3.053238 0.00 -0.01 0.01
H 2.692112 -4.319788 -2.044889 0.03 0.00 -0.01
N -0.765528 2.642335 3.273713 0.02 0.03 -0.06
C -0.258429 1.951821 2.243565 -0.02 0.20 0.22
S -1.260986 0.663929 1.598831 0.04 -0.26 -0.07
N 0.873137 2.298774 1.726784 0.00 -0.12 -0.14
N 1.317068 1.468761 0.716479 -0.13 -0.14 0.05
C 2.489211 1.821643 0.244532 0.17 0.02 -0.06
C 3.228240 1.151717 -0.775515 -0.19 0.10 0.20
C 4.428788 1.612206 -1.199328 0.16 -0.07 -0.16
C 5.233984 0.864749 -2.155267 -0.12 0.09 0.18
C 4.909387 -0.386334 -2.504613 -0.03 -0.07 -0.02
C 3.688376 -1.094662 -1.995182 0.07 0.00 0.01
C 2.703889 -0.129303 -1.312121 -0.18 -0.02 -0.07
O 1.968965 -0.747984 -0.261102 0.24 -0.08 -0.20
H -1.621152 2.367657 3.725468 0.00 -0.03 0.00
H -0.213820 3.372658 3.699533 0.01 -0.01 0.01
H 2.916231 2.703191 0.715047 0.03 -0.01 -0.03
H 4.814504 2.550383 -0.816226 0.03 0.00 0.00
H 6.147704 1.314033 -2.517749 0.00 0.01 -0.01
H 5.568981 -0.956763 -3.148892 0.00 0.02 -0.03
H 3.973537 -1.959058 -1.388770 0.05 0.03 0.02
N -1.362864 3.420098 -0.403284 0.04 -0.09 0.06
C -0.704500 2.794484 -1.363343 0.10 0.05 -0.14
N -0.388601 3.435174 -2.480466 -0.03 -0.04 0.00
O -0.352898 1.556067 -1.257596 -0.06 -0.23 -0.20
H -1.669401 4.375313 -0.503997 -0.01 0.01 0.01
H -1.610557 2.917737 0.434065 -0.03 0.03 0.02
H -0.679489 4.385867 -2.648446 0.00 0.01 -0.01
H 0.014141 2.918954 -3.244830 -0.01 0.03 0.02
```
Forces are in eV/Å.

These are the Löwdin partial charges, in e, on atoms 1 to 6: number 1, W, carries 1.8816; number 2, C, carries -0.0207; number 3, C, carries -0.2650; number 4, C, carries 0.0782; number 5, C, carries -0.2004; number 6, C, carries 0.0299


Formula: C18H23N3O3
Source: the Open Molecules 2025 dataset
Level of theory: ωB97M-V/def2-TZVPD

Calculated values
Kohn-Sham gap (Eh): 0.2747
Net charge: +2
2S+1: 1
Largest force on an atom (Eh/bohr): 0.024
HOMO energy (eV): -14.965

The geometry in XYZ format:
```
47
Properties=species:S:1:pos:R:3:forces:R:3
C -4.986275 -3.711232 0.793842 -0.24 0.21 -0.38
N -3.709688 -3.775667 0.053079 -0.78 -0.31 0.15
C -3.842147 -3.893073 -1.418181 1.10 0.37 -0.09
C -2.824994 -4.695892 0.590013 0.43 0.11 -0.40
O -3.079090 -5.591578 1.336813 -0.15 -0.14 0.72
C -1.370535 -4.517598 0.139609 -0.27 -0.13 -0.59
N -0.868776 -3.131012 0.298762 0.31 0.29 -0.16
C 0.173468 -2.734567 -0.458056 0.34 0.23 -0.14
C 0.716867 -1.472525 -0.348008 -0.41 -0.17 0.47
C 0.166750 -0.584854 0.579866 0.09 0.00 -0.34
C 0.786452 0.762813 0.719647 0.15 -0.08 0.21
C 0.173675 1.923356 0.272753 0.13 0.17 0.16
C 0.836549 3.130841 0.423902 -0.16 -0.39 -0.11
N 2.052762 3.181931 0.982944 0.07 0.17 0.35
C 2.739125 4.503977 1.103705 0.36 0.08 -0.34
C 3.002472 5.141487 -0.260905 -0.15 -0.47 0.14
C 3.670944 4.212879 -1.293715 -0.09 0.76 0.32
C 2.888213 4.017375 -2.562623 -0.02 -0.07 0.09
O 3.411971 3.929520 -3.612441 0.49 -0.27 -1.06
O 1.516094 3.922153 -2.440790 -0.20 -0.24 1.22
C 2.665404 2.072360 1.438051 -0.51 -0.30 -0.23
C 2.046371 0.843588 1.308796 0.10 0.28 -0.09
C -0.907698 -0.999557 1.350638 0.19 -0.09 -0.33
C -1.404639 -2.281145 1.181663 -0.08 0.37 0.50
H -5.771081 -3.389951 0.119509 -0.03 0.05 -0.15
H -4.921736 -2.941623 1.557305 0.07 -0.11 0.31
H -5.290506 -4.664132 1.212321 0.13 -0.10 0.14
H -3.722548 -4.917940 -1.762598 -0.37 -0.19 0.00
H -4.776893 -3.476195 -1.761425 -0.21 -0.03 0.12
H -3.046768 -3.319147 -1.899369 -0.02 0.11 -0.09
H -0.723315 -5.223506 0.645782 0.04 0.08 0.36
H -1.324465 -4.749500 -0.922493 0.10 0.05 -0.12
H 0.589655 -3.450254 -1.148842 -0.12 -0.19 -0.05
H 1.564297 -1.178994 -0.944281 0.07 -0.13 -0.20
H -0.800401 1.892258 -0.189199 -0.09 0.13 -0.04
H 0.417593 4.063119 0.086371 -0.03 0.13 -0.04
H 3.684331 4.323283 1.603069 0.07 -0.18 0.12
H 2.156503 5.156139 1.746842 -0.24 -0.05 0.03
H 3.657156 5.982074 -0.059825 -0.01 0.22 -0.01
H 2.076173 5.536155 -0.666393 -0.09 0.15 -0.03
H 3.917544 3.223232 -0.907152 -0.10 -0.13 0.10
H 4.614042 4.649873 -1.598691 0.18 -0.07 -0.09
H 1.245356 3.039637 -2.717942 -0.09 0.17 -0.65
H 3.631716 2.195313 1.897129 0.12 0.04 0.02
H 2.533652 -0.054117 1.651774 0.18 -0.01 0.15
H -1.340368 -0.336867 2.080901 -0.19 -0.05 0.15
H -2.223214 -2.612438 1.797843 -0.08 -0.27 -0.08
```
Forces are in eV/Å.

These are the natural (NBO) partial charges, in e, on atoms 1 to 6: number 1, C, carries -0.4240; number 2, N, carries -0.5018; number 3, C, carries -0.4138; number 4, C, carries 0.6680; number 5, O, carries -0.4862; number 6, C, carries -0.3244


Formula: C22H19NO5S2
Source: the Open Molecules 2025 dataset
Level of theory: ωB97M-V/def2-TZVPD

Calculated values
Kohn-Sham gap (Eh): 0.2782
2S+1: 1
Largest force on an atom (Eh/bohr): 0.103
HOMO energy (eV): -7.573
Energy above the lowest of the compared OMol25 structures with the same formula, charge and spin (kJ/mol): 52.7

The geometry in XYZ format:
```
49
Properties=species:S:1:pos:R:3:forces:R:3
C 2.144667 -0.414408 -2.434756 -0.39 0.25 0.39
O 0.987389 0.402289 -2.024398 0.11 -0.55 -0.97
C 0.050565 0.000002 -1.135553 -1.88 2.04 -4.49
C 0.379807 0.002038 0.211044 0.90 -0.13 4.74
C 1.071946 -1.248202 0.776489 0.11 -0.23 0.29
C 1.236161 -2.467063 0.116237 0.42 -0.10 0.35
C 1.565560 -3.627017 0.828851 0.03 0.34 0.18
C 1.793758 -3.560461 2.209316 -0.14 0.17 -0.58
C 1.757931 -2.328458 2.859547 0.00 -0.12 -0.18
C 1.386299 -1.169848 2.152924 0.00 -0.44 -0.34
N 1.285373 0.060546 2.796345 -0.26 0.01 0.64
C 1.476578 0.094737 4.235846 -0.12 0.03 0.00
C 1.434526 1.249265 2.086995 -0.04 0.47 -0.47
C 1.854746 2.436563 2.714510 0.01 -0.04 -0.13
C 1.932593 3.625120 1.990880 -0.19 -0.21 -0.63
C 1.687302 3.613911 0.612029 0.07 -0.27 0.43
C 1.323235 2.422223 -0.022886 0.30 0.18 0.02
C 1.119026 1.256104 0.707722 0.04 0.01 0.32
S -1.449859 1.631213 -1.314398 -0.23 -0.06 0.00
O -1.974891 1.887198 0.019952 0.54 -0.28 -0.80
O -1.028523 2.739514 -2.153362 0.08 -0.84 0.51
C -2.785008 0.773444 -2.211755 0.75 -0.08 0.60
C -3.964808 1.421914 -2.536528 -0.15 0.03 -0.08
C -5.033558 0.662361 -3.010677 0.44 0.05 0.16
C -4.886713 -0.719074 -3.170483 0.39 -0.10 0.09
C -3.677236 -1.354822 -2.873446 0.13 -0.07 0.03
C -2.628447 -0.585750 -2.369845 0.47 0.52 0.28
S -1.100318 -1.320057 -1.715147 -0.39 -1.75 -0.12
O -0.426412 -1.991754 -2.818579 -0.57 0.39 0.75
O -1.536551 -2.052700 -0.534872 0.25 0.57 -1.01
H 2.464795 0.037571 -3.380757 -0.06 -0.14 0.38
H 2.932137 -0.350604 -1.667832 -0.31 0.06 -0.25
H 1.847545 -1.450001 -2.594278 0.03 0.20 -0.08
H -0.583805 0.043250 0.763146 0.24 -0.13 -0.05
H 1.135987 -2.552273 -0.966740 -0.26 0.04 0.42
H 1.614649 -4.572651 0.294445 0.06 0.15 0.16
H 2.000834 -4.473321 2.767804 0.05 0.29 -0.11
H 2.011416 -2.279735 3.918660 -0.11 -0.04 -0.41
H 1.038600 1.012534 4.637483 0.08 -0.25 -0.06
H 0.963411 -0.753344 4.698339 0.09 0.22 -0.11
H 2.544072 0.056556 4.489570 -0.10 0.02 0.15
H 2.118117 2.441994 3.771088 -0.09 0.02 -0.35
H 2.188333 4.559241 2.490858 0.01 -0.29 -0.09
H 1.758155 4.523476 0.025557 0.07 -0.09 0.08
H 1.237154 2.415343 -1.108031 -0.27 0.08 0.38
H -4.030128 2.494957 -2.389218 -0.13 -0.11 -0.04
H -5.976365 1.154707 -3.229536 0.12 -0.15 -0.02
H -5.724244 -1.318791 -3.509398 0.10 0.08 -0.04
H -3.535799 -2.427758 -3.003185 -0.18 0.26 0.04
```
Forces are in eV/Å.

These are the natural (NBO) partial charges, in e, on atoms 1 to 6: number 1, C, carries -0.2487; number 2, O, carries -0.5686; number 3, C, carries 0.1079; number 4, C, carries -0.4371; number 5, C, carries -0.0596; number 6, C, carries -0.1861